No. 1
Entry from OMol25: a structure of composition C25H13BrIrN2O11S (wB97M-V/def2-TZVPD).

## Properties
**HOMO level (spin up / spin down)**: -2.078 / -2.043 eV
**HOMO-LUMO gap (spin up / spin down)**: 0.1794 / 0.1762 hartree
**Total charge**: -2
**Spin multiplicity**: 2
**E_tot**: -135350.701 eV

Geometry as XYZ:
```
54
Properties=species:S:1:pos:R:3:forces:R:3:mulliken_charge:R:1
Ir 0.040 0.125 0.033 -1.9598 -1.1703 -3.3394 2.377
O 2.370 0.490 0.581 -1.5272 0.0927 0.1569 -0.534
N 2.604 1.388 1.446 0.1037 0.0589 -0.0493 -0.265
N 1.596 1.960 1.988 0.6947 -0.9396 -0.8952 0.856
O 0.357 1.684 1.729 -0.9399 -0.9975 -0.6751 -0.898
C 1.845 2.965 2.935 0.1384 0.7978 0.8065 0.199
C 0.763 3.685 3.433 -0.0162 -0.3483 -0.3573 -0.369
C 0.976 4.684 4.361 0.1667 0.0916 0.0754 -0.508
C 2.260 4.967 4.798 -0.0384 0.0761 0.0926 -0.433
C 3.332 4.236 4.310 -0.0174 0.0682 0.0231 -0.469
C 3.135 3.233 3.381 -0.0142 -0.0846 -0.0913 -0.334
H -0.218 3.436 3.061 -0.0868 0.0388 0.0164 0.442
H 0.135 5.247 4.739 -0.0710 0.0292 0.0212 0.351
H 2.426 5.754 5.521 0.0081 0.0453 0.0577 0.357
H 4.332 4.451 4.659 0.0779 -0.0088 0.0068 0.348
H 3.959 2.656 2.994 0.0579 -0.0151 -0.0052 0.436
O -0.678 -4.313 4.654 0.2788 0.6470 -0.6020 -0.672
C -0.541 -3.475 3.769 -0.4441 -0.8496 0.5941 0.539
C -1.062 -2.074 3.810 -0.0742 0.9183 0.3254 0.000
O -1.487 -1.488 4.798 -0.0496 -0.3312 -0.3820 -0.702
C -0.891 -1.537 2.447 1.1562 -2.2071 -0.3729 0.713
C -0.090 -2.470 1.665 -1.3943 0.5980 2.7224 0.886
O 0.309 -2.174 0.521 0.8932 2.2909 -1.9840 -0.936
C 0.139 -3.689 2.453 0.5399 -0.2238 -0.6890 0.006
O 0.773 -4.685 2.122 -0.2467 0.1811 0.1144 -0.712
O -1.302 -0.471 1.952 0.2060 1.9723 -0.9862 -0.820
O -1.310 4.058 -0.525 0.4533 -0.4072 -0.2406 -0.739
C -1.368 2.882 -0.887 -2.0925 0.8563 0.4436 0.361
O -0.388 2.100 -1.022 2.3128 -2.3586 0.8501 -0.678
C -2.762 2.370 -1.284 0.1744 0.0482 0.0378 0.092
C -3.717 3.354 -1.526 -0.0990 0.0920 -0.0204 -0.651
C -5.014 3.053 -1.891 -0.1191 0.0795 -0.0125 -0.539
C -5.400 1.721 -1.985 0.0607 0.0435 -0.0569 -0.481
C -4.475 0.731 -1.753 0.1132 -0.2152 -0.0254 -0.869
C -3.142 1.025 -1.424 0.5383 0.3952 0.2583 1.113
S -2.151 -0.385 -1.228 0.9650 -0.1746 3.3128 -0.275
H -3.398 4.382 -1.412 0.0133 -0.0263 0.0135 0.437
H -5.730 3.841 -2.092 0.0070 0.0565 0.0411 0.355
H -6.421 1.459 -2.232 -0.0387 -0.0291 -0.0336 0.341
H -4.753 -0.311 -1.807 -0.1345 -0.1115 -0.0273 0.406
Br 5.279 0.358 -4.949 0.0216 -0.0068 0.0234 -0.246
C 3.416 0.040 -5.204 0.2224 0.0863 -0.1634 -0.005
C 2.955 -0.138 -6.498 0.1114 0.0174 0.0016 -0.409
C 1.602 -0.356 -6.700 -0.0312 0.0292 0.0039 -0.484
C 0.734 -0.393 -5.622 -0.0801 0.0138 0.1521 -0.388
C 1.221 -0.219 -4.334 0.2567 -0.2421 0.4290 0.209
C 2.575 0.000 -4.114 -0.1047 -0.0312 -0.0568 -0.487
C 0.296 -0.308 -3.115 -2.5933 0.2516 -2.9072 0.780
O -0.921 -0.281 -3.349 1.8741 0.2255 -1.0364 -0.674
O 0.895 -0.433 -2.034 0.6770 0.6772 4.4250 -0.802
H 3.645 -0.104 -7.330 0.0200 0.0038 -0.0100 0.369
H 1.232 -0.495 -7.708 -0.0307 -0.0130 -0.0212 0.367
H -0.326 -0.558 -5.755 -0.0601 0.0015 0.0513 0.444
H 2.916 0.121 -3.096 0.1209 0.0077 -0.0157 0.599
```
Positions in Å, forces in eV/Å.


No. 2
Entry from OMol25: a structure of composition C25H14Cl2N4O4RuS (wB97M-V/def2-TZVPD).

## Properties
**ΔE to the lowest compared entry with this formula, charge and spin**: 155.4 kJ/mol
**HOMO level (spin up / spin down)**: -4.898 / -5.007 eV
**HOMO-LUMO gap (spin up / spin down)**: 0.2604 / 0.2708 hartree
**Total charge**: -1
**Spin multiplicity**: 2
**E_tot**: -78769.081 eV

Geometry as XYZ:
```
51
Properties=species:S:1:pos:R:3:forces:R:3:mulliken_charge:R:1
Ru -0.053 0.239 -0.200 0.0851 -0.0332 0.0903 0.283
Cl -3.466 5.457 -2.978 -0.0035 -0.0013 0.0007 -0.241
C -2.209 4.528 -2.217 -0.0300 0.0062 -0.0086 0.084
C -2.549 3.331 -1.608 0.0119 -0.0081 0.0112 -0.504
C -1.564 2.564 -0.999 0.0448 -0.0093 -0.0037 0.289
N -1.762 1.304 -0.399 0.0165 0.0176 -0.0886 -0.037
C -2.950 1.038 0.203 -0.0296 -0.0258 0.0911 -0.164
O -3.895 1.807 0.317 0.0068 -0.0087 -0.0247 -0.725
C -3.079 -0.361 0.738 0.0174 -0.0136 -0.0230 0.545
C -4.152 -0.689 1.553 0.0078 0.0088 -0.0029 -0.477
C -4.272 -2.000 1.978 0.0060 -0.0128 0.0013 -0.356
C -3.337 -2.930 1.551 -0.0202 -0.0022 0.0156 -0.820
C -2.302 -2.505 0.733 0.0316 -0.0003 -0.0180 -0.174
N -2.165 -1.242 0.347 -0.0985 0.0168 0.0273 0.022
C -0.235 3.007 -0.999 -0.0274 -0.0285 -0.0061 0.282
C 0.094 4.211 -1.606 -0.0035 -0.0135 0.0116 -0.505
C -0.895 4.966 -2.216 0.0185 0.0243 -0.0097 0.081
Cl -0.445 6.464 -2.976 0.0036 0.0015 0.0007 -0.240
N 0.677 2.115 -0.400 -0.0426 0.0264 -0.0901 -0.037
C 1.792 2.607 0.198 0.0331 -0.0112 0.0980 -0.147
O 2.098 3.787 0.309 0.0091 -0.0092 -0.0249 -0.726
C 2.724 1.557 0.733 -0.0058 -0.0308 -0.0379 0.533
C 3.790 1.928 1.539 -0.0064 -0.0042 -0.0013 -0.464
C 4.662 0.942 1.964 0.0027 -0.0121 0.0005 -0.351
C 4.452 -0.363 1.545 0.0154 0.0105 0.0138 -0.859
C 3.360 -0.635 0.737 -0.0404 -0.0179 -0.0076 -0.219
N 2.502 0.303 0.352 0.0414 0.1003 0.0280 0.028
H -3.576 3.007 -1.600 0.0005 0.0078 -0.0091 0.520
H -4.855 0.085 1.825 0.0026 0.0031 -0.0011 0.441
H -5.085 -2.295 2.629 0.0005 0.0010 -0.0013 0.401
H -3.397 -3.968 1.850 0.0040 -0.0010 -0.0056 0.411
H -1.549 -3.196 0.374 -0.0127 0.0034 -0.0007 0.614
H 1.111 4.568 -1.597 -0.0050 0.0059 -0.0089 0.521
H 3.903 2.969 1.804 -0.0053 0.0012 -0.0012 0.440
H 5.497 1.186 2.608 -0.0002 0.0005 -0.0013 0.402
H 5.114 -1.164 1.845 -0.0020 -0.0022 -0.0061 0.405
H 3.159 -1.638 0.383 -0.0238 -0.0155 0.0003 0.659
O 0.290 -0.967 3.746 0.1504 0.0303 -0.0008 -0.809
C 0.362 -1.074 2.528 -0.3841 -0.0733 0.0214 0.320
O 0.039 -0.079 1.768 0.1057 -0.0179 0.0177 -0.370
C 0.778 -2.436 1.969 0.1198 0.0094 0.0010 0.911
C 1.054 -3.380 2.968 0.0076 0.0126 -0.0090 -0.997
C 1.449 -4.671 2.691 -0.0059 -0.0136 -0.0032 -0.552
C 1.582 -5.063 1.363 0.0004 -0.0029 0.0118 -0.525
C 1.317 -4.159 0.359 -0.0053 0.0068 -0.0097 -0.766
C 0.912 -2.837 0.627 0.0425 0.0401 0.0131 0.491
S 0.638 -1.885 -0.826 -0.0301 0.0361 -0.0487 -0.280
H 0.941 -3.041 3.988 -0.0025 0.0033 -0.0007 0.486
H 1.652 -5.365 3.498 0.0003 -0.0037 -0.0039 0.390
H 1.891 -6.071 1.110 0.0010 -0.0001 0.0025 0.366
H 1.418 -4.455 -0.678 -0.0023 -0.0014 0.0007 0.419
```
Positions in Å, forces in eV/Å.